24
Properties=species:S:1:pos:R:3:forces:R:3:lowdin_charge:R:1 method="wB97M-V/def2-TZVPD" e_above_lowest_kcal_mol=44.71 energy_ev=-44497.2694 gap_ha=0.30934 e_homo_ev=-8.2
C -0.6748 2.8175 1.8822 0.74 -0.15 0.43 -0.50
C -1.7365 -0.6392 -0.7554 -1.14 -0.92 -0.38 -0.48
C 0.5631 0.1115 0.4365 -1.75 1.02 0.03 -0.54
C 1.0052 -0.0094 -0.9762 -1.10 0.06 -0.66 -0.81
C 2.0988 -0.9915 -1.2966 -1.60 -2.39 -0.59 -0.18
C 1.4402 1.4813 -1.2627 0.97 -2.36 -1.12 -0.06
C -1.7610 -1.1558 1.6143 -0.10 1.44 1.46 -0.72
N -1.0782 -1.2659 0.3856 -1.36 3.40 0.49 -0.04
O -1.3746 2.8914 0.9956 -2.21 0.22 -2.51 0.21
O 0.0522 2.7871 2.7577 1.47 -0.15 1.98 0.22
F -3.0194 -1.5534 1.6091 -1.30 -0.76 -0.81 0.17
F -1.8447 0.0972 2.1468 0.46 -0.05 -1.15 0.13
F -1.1477 -1.8566 2.5290 1.05 -1.29 0.70 0.17
S -0.4925 -0.5965 -2.0398 0.82 0.39 -0.01 0.93
Cl 1.6001 -0.6002 1.5295 1.11 -0.61 1.00 0.74
H -2.7090 -1.2384 -1.1196 2.16 1.57 0.73 0.15
H -1.9023 0.3741 -0.4389 -0.78 0.41 -0.01 0.07
H 1.8387 -2.0976 -1.0979 -0.17 1.72 -0.62 0.11
H 2.9926 -0.9411 -0.7996 2.10 1.03 1.92 0.03
H 2.4142 -0.8513 -2.2947 -0.04 -0.25 -1.53 0.06
H 1.7389 1.5413 -2.3536 0.80 -0.10 1.48 0.11
H 2.1242 1.6130 -0.4143 0.81 0.64 -0.99 0.09
H 0.7367 2.2444 -1.2042 -1.93 0.78 0.59 0.04
H -0.8640 -2.1615 0.1672 1.01 -3.65 -0.40 0.10